[1]
{"formula": "C4H4N2O", "method": "ωB97M-V/def2-TZVPD", "orbital_gap_ev": 9.515, "lumo_energy_ev": -0.05, "elements": ["C", "C", "C", "C", "H", "H", "H", "H", "N", "N", "O"], "coordinates": [[-0.32, 0.87, 1.47], [-0.52, -1.22, 0.02], [-0.20, -1.60, -1.20], [0.50, 0.43, -0.83], [-1.06, 0.36, 2.19], [-1.27, -1.79, 0.70], [-0.49, -2.52, -1.74], [0.92, 1.48, -1.10], [-0.25, 0.07, 0.32], [0.40, -0.48, -1.77], [0.51, 1.81, 1.67]], "nbo_charge": [0.56, -0.07, -0.10, 0.18, 0.15, 0.21, 0.23, 0.23, -0.45, -0.43, -0.52]}



[2]
{"formula": "C4H4N2O", "method": "ωB97M-V/def2-TZVPD", "orbital_gap_ev": 8.930, "lumo_energy_ev": 0.37, "elements": ["N", "C", "C", "N", "C", "C", "O", "H", "H", "H", "H"], "coordinates": [[-1.56, -1.51, -1.23], [-0.84, -0.76, -0.54], [-1.00, -0.04, 1.54], [-0.03, 0.66, 1.74], [1.02, 1.02, 0.89], [1.14, 0.60, -0.37], [0.33, -0.21, -1.09], [-1.18, -1.64, -2.18], [-1.62, -0.70, 0.89], [1.77, 1.67, 1.32], [1.98, 0.92, -0.98]], "nbo_charge": [-0.71, 0.34, 0.19, -0.41, -0.18, 0.19, -0.50, 0.34, 0.31, 0.22, 0.20]}



[3]
{"formula": "C4H4N2O2", "method": "ωB97M-V/def2-TZVPD", "orbital_gap_ev": 9.992, "lumo_energy_ev": 0.51, "elements": ["C", "C", "C", "C", "N", "N", "O", "O", "H", "H", "H", "H"], "coordinates": [[-3.33, 0.14, -0.40], [-1.74, 1.42, 1.15], [-2.43, 0.86, 0.35], [0.60, -0.32, -1.14], [-4.08, -0.33, -1.11], [0.25, -1.31, -0.39], [-0.80, -1.88, -0.19], [1.51, -1.62, 0.34], [1.31, -2.28, 1.03], [-1.37, 2.13, 1.92], [-0.01, 0.18, -1.84], [1.66, -0.05, -1.06]], "nbo_charge": [0.22, -0.09, -0.15, -0.25, -0.24, 0.38, -0.43, -0.60, 0.48, 0.26, 0.21, 0.22]}